[1]
Formula: C6H13N2O4S
Source: the OMol25 dataset
Level of theory: ωB97M-V/def2-TZVPD

**LUMO energy**: -3.606 eV
**HOMO level**: -13.2285 eV
**Frontier orbital gap**: 9.6 eV
**Calculated total energy**: -1044.7557 Ha
**Total charge**: +1
**Energy above the lowest of the compared OMol25 structures with the same formula, charge and spin**: 53.0 kJ/mol

XYZ file:
```
26
Properties=species:S:1:pos:R:3:mulliken_charge:R:1
C -0.0726 -1.2446 0.0451 -0.192
C -0.9196 -0.3085 0.8732 1.591
C 0.2526 0.3742 -1.6739 0.542
C 1.4559 2.7266 -2.7488 -0.807
C 0.3073 -2.6827 0.4021 -0.554
C -0.1049 -0.0162 2.1278 -0.962
N 0.2150 -0.8156 -1.1196 -0.363
N -1.1042 0.9452 0.1855 -0.539
O -2.2196 -0.9646 1.1473 -0.617
O -0.4973 0.8820 -2.6600 -0.466
O -0.2342 -3.1164 1.5930 -0.523
O 1.1072 0.6154 1.7800 -0.444
S 1.5713 1.3891 -1.4343 0.047
H 2.5774 2.9642 -3.0009 0.336
H 1.0125 3.6153 -2.4363 0.316
H 0.9231 2.1912 -3.6423 0.281
H 1.3249 -2.6033 0.3320 0.424
H -0.1405 -3.2685 -0.4757 0.286
H 0.0862 -1.0246 2.7430 0.347
H -0.8071 0.4947 2.8274 0.337
H -2.1469 1.0986 0.2262 0.268
H -0.5849 1.5819 0.6602 0.246
H -2.1262 -1.9448 1.3855 0.413
H -1.3178 0.3802 -2.8437 0.360
H 0.3412 -3.7506 2.1271 0.356
H 1.6510 0.6603 2.5067 0.320
```

[2]
Formula: C35H99B2N5O11SnTi
Source: the OMol25 dataset
Level of theory: ωB97M-V/def2-TZVPD

**LUMO energy (spin up / spin down)**: -1.871 / -1.844 eV
**HOMO level (spin up / spin down)**: -7.8239 / -10.3453 eV
**2S+1**: 4
**Frontier orbital gap (spin up / spin down)**: 6.0 / 8.5 eV
**Calculated total energy**: -3607.0988 Ha
**Total charge**: +1
**Expectation value of S²**: 3.755

XYZ file:
```
154
Properties=species:S:1:pos:R:3:mulliken_charge:R:1
Sn -3.0403 -0.5897 0.7715 1.055
Ti 0.8307 1.0977 -0.3827 0.440
B 0.3477 -0.9127 0.8580 1.014
H -0.1935 -1.7071 1.3482 0.042
H 1.3996 -0.8773 1.0956 -0.657
H 0.3006 -1.0226 -0.2144 -0.585
H -0.1890 -0.0263 1.1589 -0.429
B -1.6065 1.4612 -1.3559 5.953
H -1.4354 1.4592 -0.2906 -0.767
H -1.5806 2.4653 -1.7498 -0.377
H -0.7844 0.9314 -1.8117 -0.681
H -2.5832 1.0582 -1.5746 -1.729
C 1.9669 -3.8988 1.8472 -0.039
O 2.9029 -5.0240 1.5622 -0.447
C 4.0945 -4.4207 1.0699 0.033
C 5.0233 -5.5793 0.6375 -0.743
N 6.1432 -5.0259 -0.0913 -0.333
C 7.3320 -5.9270 -0.1929 -0.910
C 7.0784 -7.1718 -1.0734 -0.416
O 6.8279 -6.6814 -2.4278 -0.316
C 6.5238 -7.7885 -3.2911 -0.789
H 1.1720 -4.3161 2.4654 0.265
H 1.6553 -3.5507 0.8624 0.118
H 2.4755 -3.1019 2.3899 -0.038
H 4.6324 -3.9213 1.8757 0.211
H 3.8986 -3.7493 0.2339 -0.003
H 4.6225 -6.3789 0.0145 0.361
H 5.4325 -6.0436 1.5348 0.279
H 5.9312 -5.0268 -1.0788 0.332
H 7.8830 -6.1663 0.7167 0.442
H 8.1649 -5.3915 -0.6485 0.320
H 6.2015 -7.6656 -0.6547 0.312
H 7.9093 -7.8724 -0.9909 0.452
H 5.4727 -8.0454 -3.1591 0.292
H 7.0822 -8.7134 -3.1470 0.325
H 6.8944 -7.5227 -4.2811 0.265
C -7.3093 -0.6904 1.0048 -0.831
O -6.1894 -0.5188 0.1838 0.053
C -6.4512 -0.9246 -1.1788 -0.873
C -5.4956 -0.1681 -2.1551 -0.735
N -4.1089 -0.6128 -2.0638 1.224
C -3.7656 -1.6978 -2.9170 -1.076
C -2.3155 -2.1761 -2.5335 -0.389
O -2.1566 -2.7042 -1.2494 -0.224
C -0.9324 -3.4635 -1.0723 -0.447
H -7.1255 -0.0212 1.8454 0.110
H -7.2391 -1.7201 1.3554 0.319
H -8.2211 -0.5134 0.4344 0.341
H -7.4525 -0.7365 -1.5661 0.540
H -6.1795 -1.9799 -1.2042 0.278
H -5.5606 0.8820 -1.8702 0.310
H -5.9158 -0.2763 -3.1550 0.483
H -3.5280 0.1777 -2.3040 -1.193
H -3.5166 -1.4173 -3.9404 0.290
H -4.4305 -2.5588 -2.9851 0.540
H -1.5321 -1.4828 -2.8397 0.183
H -2.2802 -3.0247 -3.2168 0.598
H -0.0192 -2.8964 -0.8918 -0.173
H -0.7465 -4.0800 -1.9518 0.453
H -1.2539 -4.0889 -0.2395 0.207
C 1.3483 0.7855 -5.5850 -0.495
O 1.9621 0.4563 -4.3081 -0.468
C 1.3877 -0.6596 -3.5968 -0.033
C 2.2951 -0.9904 -2.3300 -0.278
N 2.8278 0.2291 -1.7758 0.023
C 3.9979 0.2894 -0.9414 -0.961
C 4.5737 1.7081 -0.6644 0.196
O 4.9171 2.2061 -1.9374 -0.374
C 5.5265 3.4970 -1.9000 -0.735
H 1.5479 0.0302 -6.3451 0.293
H 1.7527 1.7860 -5.7387 0.281
H 0.2664 0.7414 -5.4606 0.000
H 1.5123 -1.4518 -4.3350 0.812
H 0.3848 -0.4312 -3.2361 -0.765
H 3.0086 -1.7769 -2.5759 0.451
H 1.7440 -1.3483 -1.4604 -0.028
H 3.0664 0.8490 -2.5367 0.290
H 4.7037 -0.3641 -1.4543 0.612
H 3.8869 -0.1685 0.0415 0.214
H 5.3132 1.6412 0.1336 0.617
H 3.7619 2.3312 -0.2891 -0.649
H 4.7400 4.1450 -1.5132 0.236
H 5.7494 3.7116 -2.9452 0.256
H 6.4655 3.5583 -1.3499 0.304
C -3.7174 3.8503 0.3191 -1.367
C -3.2032 3.3745 1.6469 1.342
C -3.0495 4.5822 2.6471 -1.280
O -4.3547 5.0916 2.7723 -0.291
C -4.6317 5.6374 4.0443 -0.822
N -4.1383 2.3298 2.0988 -0.091
H -3.9814 3.0848 -0.4106 -0.049
H -3.0335 4.5370 -0.1796 0.340
H -4.6634 4.3903 0.3602 0.600
H -2.2287 2.8871 1.6172 -0.483
H -2.2701 5.2534 2.2862 0.462
H -2.6521 4.1376 3.5595 0.537
H -4.5389 4.8072 4.7445 0.322
H -5.5540 6.2103 3.9483 0.234
H -3.7936 6.2181 4.4297 0.319
H -5.0735 2.5957 1.8254 0.204
H -4.1176 2.2077 3.1012 0.083
C -0.5724 -1.2278 5.4085 -1.402
C -1.7429 -1.1914 4.4520 0.383
C -3.0925 -0.8930 5.1917 -1.032
O -4.1003 -0.8084 4.1326 0.006
C -5.4039 -0.5086 4.5374 -0.634
N -1.3659 -0.2203 3.4687 0.547
H -0.6238 -1.9114 6.2560 0.486
H -0.2660 -0.2040 5.6232 0.326
H 0.2398 -1.7558 4.9090 0.263
H -1.7421 -2.1467 3.9270 0.311
H -3.0780 0.0531 5.7328 0.388
H -3.4546 -1.6929 5.8375 0.417
H -6.0805 -0.6154 3.6895 -0.070
H -5.5368 0.4840 4.9676 0.370
H -5.9287 -1.1510 5.2445 0.355
H -0.4454 -0.3454 3.0724 -0.650
H -1.3102 0.6229 4.0219 0.218
C -3.8497 2.0564 -4.3399 -0.546
C -2.3580 2.0507 -4.8108 0.272
C -1.6277 3.3957 -4.4765 -1.044
O -1.7145 0.9444 -4.1863 -0.519
H -4.4795 2.8827 -4.6695 0.475
H -3.8851 2.0498 -3.2505 -0.344
H -4.1583 1.0277 -4.5256 0.209
H -2.2951 1.8827 -5.8860 0.440
H -1.5065 3.5694 -3.4073 -0.046
H -1.9676 4.2786 -5.0178 0.532
H -0.6342 3.2800 -4.9097 0.256
H -1.5293 1.1231 -3.2615 -0.874
C 1.7117 4.1667 0.6190 -1.374
C 0.6977 4.3153 -0.5119 1.770
C 0.8291 5.5517 -1.3310 -1.694
O 0.6919 3.1589 -1.2771 -0.572
H 1.6616 4.9918 1.3295 0.585
H 2.7437 4.1953 0.2696 0.016
H 1.5840 3.2447 1.1861 0.112
H -0.2643 4.3211 0.0006 -0.481
H 1.0569 6.3927 -0.6761 0.473
H -0.0560 5.7849 -1.9228 0.379
H 1.7496 5.4866 -1.9111 0.335
H -0.0373 2.9659 -1.8709 -0.057
C 3.8128 -0.0776 3.8488 -1.001
C 2.5340 0.7468 3.6363 1.477
C 2.5887 2.2036 4.1123 -1.528
O 2.3278 0.7774 2.2189 -0.135
H 4.1107 -0.2252 4.8869 0.428
H 4.7312 0.3069 3.4051 0.245
H 3.6300 -1.0971 3.5094 0.107
H 1.6417 0.3047 4.0795 -0.606
H 3.4790 2.6754 3.6964 0.360
H 2.5010 2.3902 5.1826 0.392
H 1.8350 2.8640 3.6835 0.266
H 2.1498 -0.1045 1.8838 -0.689
```